The following is a DFT calculation (the ωB97M-V functional and the def2-TZVPD basis) of a molecular structure, C19H16AuBIN8O2.

Each line ends with the Mulliken spin population.
Element x y z (Å)
H (1.35, -6.27, 0.66)  0.000
N (-1.21, 0.16, 1.13)  0.000
N (-0.64, -0.94, 1.67)  -0.001
H (-1.96, 1.96, 1.88)  0.000
C (1.67, 4.76, -0.85)  -0.030
C (-0.64, 4.91, -1.65)  -0.029
C (1.85, 6.10, -1.09)  0.067
H (-1.58, 4.42, -1.86)  -0.004
C (0.43, 4.16, -1.13)  0.152
H (2.46, 4.15, -0.44)  -0.003
C (-0.58, -0.75, 3.01)  0.000
N (0.87, -1.59, -0.34)  0.000
H (2.80, 6.57, -0.88)  -0.004
C (0.78, 6.85, -1.62)  0.157
H (-1.21, 0.91, 4.30)  0.000
C (-0.48, 6.25, -1.90)  0.084
H (-1.29, 6.84, -2.30)  -0.003
C (1.68, -0.54, -2.09)  -0.001
H (0.64, -3.13, 3.48)  0.000
H (2.56, -2.72, 0.17)  0.000
H (1.67, 0.14, -2.92)  0.000
N (0.36, -3.34, 1.36)  0.000
C (0.71, -3.75, 2.61)  0.000
C (-3.21, -3.38, -1.14)  0.000
H (-3.52, -1.57, -2.42)  0.000
H (3.69, -1.45, -1.98)  0.000
C (-2.21, -3.57, -0.19)  0.000
H (-1.98, -4.42, 0.43)  0.000
I (1.03, 8.81, -1.99)  0.537
C (2.14, -1.99, -0.50)  0.000
C (1.18, -5.03, 2.53)  0.000
N (-1.93, -1.59, -1.03)  -0.001
C (-2.99, -2.11, -1.65)  0.000
H (-0.16, -1.49, 3.67)  0.000
O (-0.80, 2.15, -1.33)  0.007
B (-0.18, -2.10, 0.72)  0.001
C (-1.49, 1.02, 2.10)  0.000
N (0.59, -4.34, 0.46)  0.000
C (-1.11, 0.48, 3.32)  0.000
O (1.15, 2.10, -0.22)  0.037
H (1.54, -5.65, 3.33)  0.000
C (1.08, -5.35, 1.15)  0.000
Au (-1.25, 0.24, -1.12)  -0.001
C (2.69, -1.34, -1.59)  0.000
N (0.60, -0.70, -1.32)  0.001
C (0.30, 2.68, -0.84)  0.034
H (-3.97, -4.08, -1.43)  0.000
N (-1.45, -2.47, -0.13)  0.000

For the gap between HOMO and LUMO (alpha / beta), the calculation gives 5.18 / 3.77 eV. The net charge is +2. Its multiplicity is 2. As for the expectation value of S²: 0.773. For the HOMO energy (alpha / beta), the calculation gives -13.9 / -13.9 eV. The calculation puts the LUMO energy (alpha / beta) at -8.7 / -10.1 eV.

---

The following is a DFT calculation (the ωB97M-V functional and the def2-TZVPD basis) of 2 unconnected molecules or ions with the total composition CHBr2F2P at a distorted geometry.

Each line ends with the Löwdin charge.
Element x y z (Å)
C (-0.18, -0.41, 0.77)  -0.344
Br (-2.81, -1.14, -0.32)  0.201
P (-4.74, -0.98, 0.66)  -0.072
F (0.33, -1.47, 0.06)  -0.033
H (0.41, 0.59, 0.66)  0.142
Br (-5.33, 1.02, -0.09)  0.045
F (-0.33, -0.86, 1.96)  0.061

For the gap between HOMO and LUMO (alpha / beta), the calculation gives 8.42 / 7.31 eV. For the energy above the lowest of the compared OMol25 structures with the same formula, charge and spin, the calculation gives 15.0 kcal/mol. For the HOMO energy (alpha / beta), the calculation gives -8.5 / -8.9 eV. The calculation puts the LUMO energy (alpha / beta) at -0.1 / -1.6 eV.

---

| no. | DFT total energy (eV) |
| --- | --- |
| 1 | -48430.4071 |
| 2 | -155859.7942 |